(1)
The following is a quantum chemistry calculation of 3 unconnected molecules or ions with the total composition C8H11P, from the OMol25 dataset.

- Frontier orbital gap (spin up / spin down): 6.6 / 6.6 eV

```
! RIJCOSX wB97M-V def2-TZVPD def2/J DEFGRID3
* xyz 0 1
C -2.89 4.26 -1.58
C 0.01 5.17 1.00
C -2.44 5.32 -1.27
C -0.22 5.83 1.99
C -0.70 -0.89 0.48
C 0.37 -2.51 -1.01
C 1.34 -2.02 1.25
C 0.40 -1.90 0.35
P -1.94 6.91 -0.91
H -2.81 3.37 -2.11
H 0.16 4.31 0.36
H -0.47 0.02 -0.07
H -1.68 -1.21 0.26
H -0.75 -0.50 1.43
H 1.19 -3.24 -1.26
H 0.37 -1.66 -1.65
H -0.62 -2.88 -1.13
H -0.61 6.57 2.71
H 1.22 -1.73 2.30
H 2.07 -2.92 1.14
*
```

natural (NBO) atomic charge list, values in e, 8 entries: -0.148, -0.253, -0.546, -0.232, -0.648, -0.641, -0.430, 0.040

(2)
The following is a quantum chemistry calculation of a single C8H11P molecule, from the OMol25 dataset.

- Frontier orbital gap: 8.6 eV

```
! RIJCOSX wB97M-V def2-TZVPD def2/J DEFGRID3
* xyz 0 1
C 0.38 2.51 0.43
C 0.10 1.51 -0.49
C 0.02 2.39 1.79
C -0.42 1.20 2.40
C -0.24 0.27 -0.12
C 1.26 -1.56 -1.07
C -1.24 -2.01 -0.65
C -0.15 -0.93 -0.99
P -0.55 -0.32 1.70
H 0.78 3.34 0.00
H 0.27 1.49 -1.53
H 0.14 3.39 2.30
H -0.62 1.24 3.59
H 1.63 -1.78 -0.04
H 2.00 -0.93 -1.49
H 1.38 -2.45 -1.75
H -1.36 -2.26 0.49
H -0.92 -2.92 -1.25
H -2.13 -1.52 -1.16
H -0.34 -0.66 -2.15
*
```

natural (NBO) atomic charge list, values in e, 8 entries: -0.168, -0.263, -0.222, -0.631, -0.190, -0.605, -0.624, -0.274

Short version: (1) is the least stable of them.

(1)
The following is a quantum chemistry calculation of a single C4H10N2 molecule, from the OMol25 dataset.

- Frontier orbital gap: 8.9 eV

```
! RIJCOSX wB97M-V def2-TZVPD def2/J DEFGRID3
* xyz 0 1
C -0.38 -0.09 -2.03
C -1.01 0.48 -0.75
C -0.10 0.37 0.45
C 0.00 -0.80 1.08
N 1.00 -1.04 2.08
N 0.57 1.52 0.88
H 0.45 -0.76 -1.77
H 0.02 0.63 -2.72
H -1.03 -0.86 -2.47
H -1.93 0.01 -0.53
H -1.23 1.53 -0.91
H -0.62 -1.61 0.69
H 1.73 -1.64 1.73
H 0.59 -1.53 2.87
H 0.38 2.29 0.31
H 1.55 1.49 1.10
*
```

natural (NBO) atomic charge list, values in e, 8 entries: -0.618, -0.440, 0.186, -0.148, -0.852, -0.811, 0.214, 0.211

(2)
The following is a quantum chemistry calculation of a single C4H10N2 molecule, from the OMol25 dataset.

- Frontier orbital gap: 9.6 eV

```
! RIJCOSX wB97M-V def2-TZVPD def2/J DEFGRID3
* xyz 0 1
C 1.02 -1.03 -0.49
C 0.47 0.36 -0.26
C -1.90 -0.44 0.47
C -0.82 0.73 0.56
N 1.59 -0.20 0.51
N 2.83 0.40 0.26
H 0.40 -1.91 -0.10
H 1.41 -1.23 -1.44
H 0.70 1.14 -1.09
H -2.28 -0.89 1.35
H -1.55 -1.18 -0.38
H -2.76 0.14 0.02
H -0.65 1.02 1.54
H -1.27 1.65 0.04
H 3.14 0.54 -0.72
H 3.17 1.06 0.91
*
```

natural (NBO) atomic charge list, values in e, 8 entries: -0.264, -0.098, -0.623, -0.401, -0.240, -0.713, 0.200, 0.198

Short version: (2) is the least stable of them.

(1)
The following is a quantum chemistry calculation of a molecular structure, C4H10N2, from the OMol25 dataset.

- Frontier orbital gap: 5.6 eV

```
! RIJCOSX wB97M-V def2-TZVPD def2/J DEFGRID3
* xyz 0 1
C -2.67 -0.29 -0.22
C -1.50 0.63 -0.09
C 0.20 -0.31 -0.06
N 2.79 -0.71 0.89
C 2.47 0.43 0.20
N 1.10 0.59 -0.50
H -2.61 -1.07 0.52
H -2.52 -0.81 -1.15
H -3.68 0.10 -0.20
H -1.32 1.26 0.69
H -1.34 1.31 -0.98
H 0.32 -0.59 1.02
H -0.05 -1.11 -0.73
H 3.17 0.68 -0.61
H 3.25 -1.33 0.28
H 2.40 1.22 0.93
*
```

natural (NBO) atomic charge list, values in e, 8 entries: -0.651, -0.285, -0.272, -0.668, -0.171, -0.167, 0.213, 0.214

(2)
The following is a quantum chemistry calculation of a single C4H10N2 molecule, from the OMol25 dataset.

- Frontier orbital gap: 10.1 eV

```
! RIJCOSX wB97M-V def2-TZVPD def2/J DEFGRID3
* xyz 0 1
C -2.71 0.13 0.34
C -1.55 -0.81 -0.01
C -0.28 0.00 -0.30
N 2.13 1.26 -0.18
C 1.94 -0.06 0.22
N 0.93 -0.80 0.02
H -2.37 1.16 0.47
H -3.47 0.22 -0.44
H -3.29 -0.15 1.23
H -1.41 -1.63 0.66
H -1.81 -1.25 -0.97
H -0.27 0.94 0.25
H -0.18 0.28 -1.36
H 3.08 1.59 -0.18
H 1.50 1.54 -0.91
H 2.91 -0.53 0.40
*
```

natural (NBO) atomic charge list, values in e, 8 entries: -0.614, -0.416, -0.258, -0.847, 0.270, -0.465, 0.199, 0.205

(3)
The following is a quantum chemistry calculation of 2 unconnected molecules or ions with the total composition C4H10N2, from the OMol25 dataset.

- Frontier orbital gap: 10.5 eV

```
! RIJCOSX wB97M-V def2-TZVPD def2/J DEFGRID3
* xyz 0 1
C 1.13 -0.13 -1.66
C -0.78 -1.43 -1.67
N -0.32 -0.26 -1.62
H 1.53 -0.14 -2.67
H 1.58 -0.85 -0.98
H 1.40 0.85 -1.28
H -1.83 -1.60 -1.48
H -0.16 -2.30 -1.92
C -0.28 1.58 1.08
C -0.24 -0.35 2.37
N 0.33 0.31 1.46
H 0.27 2.04 0.27
H -0.37 2.24 1.93
H -1.27 1.38 0.65
H 0.16 -1.30 2.69
H -1.17 -0.03 2.86
*
```

natural (NBO) atomic charge list, values in e, 8 entries: -0.458, -0.056, -0.394, 0.200, 0.204, 0.200, 0.168, 0.136

Short version: (1) is the least stable of them.